Entry 1:
{"formula": "C5H6N", "method": "ωB97M-V/def2-TZVPD", "symbols": ["N", "C", "C", "C", "C", "C", "H", "H", "H", "H", "H", "H"], "coordinates": [[-0.861, 0.945, -0.384], [-1.485, -0.101, 0.396], [1.241, 0.017, -1.162], [1.222, -0.189, 0.336], [-0.190, 0.393, 0.767], [0.070, 0.610, -1.378], [-2.296, 0.080, 1.165], [1.270, -1.253, 0.717], [-1.210, 1.953, -0.625], [1.834, -0.281, -1.894], [2.098, 0.294, 0.942], [-1.639, -1.193, 0.154]], "e_homo_ev": [-14.870, -14.659], "gap_ha": [0.320, 0.328], "charge": 1, "total_energy_ha": -248.33588, "lumo_energy_ev": [-6.15, -5.73], "de_lowest_kcal_mol": 175.6}

=====

Entry 2:
{"formula": "C4H17NO3", "method": "ωB97M-V/def2-TZVPD", "symbols": ["O", "O", "O", "N", "C", "C", "C", "C", "H", "H", "H", "H", "H", "H", "H", "H", "H", "H", "H", "H", "H", "H", "H", "H", "H"], "coordinates": [[0.544, 2.156, 2.096], [-0.014, -3.417, 1.570], [-1.999, 2.012, 1.882], [-0.787, -1.134, -0.435], [2.398, -0.123, -0.834], [0.048, -0.515, -1.521], [1.021, 0.584, -0.953], [-0.706, 0.060, -2.723], [0.713, 1.105, 0.002], [0.603, -1.425, -1.814], [-2.945, 1.901, 1.985], [-0.922, -3.462, 1.144], [2.674, -0.547, -1.778], [0.682, 3.094, 2.206], [3.122, 0.533, -0.505], [0.022, 1.746, 2.783], [2.139, -0.987, -0.201], [-1.735, 2.381, 1.041], [0.298, -2.812, 0.871], [0.949, 1.427, -1.684], [-1.769, -1.187, -0.693], [-0.005, 0.405, -3.497], [-1.290, 0.955, -2.419], [-0.821, -0.606, 0.433], [-1.469, -0.696, -3.077]], "e_homo_ev": -9.403, "gap_ha": 0.362, "charge": 0, "total_energy_ha": -443.03022, "lumo_energy_ev": 0.44, "de_lowest_kcal_mol": 29.5}

=====

Entry 3:
{"formula": "C16H15CoF10N2O4SeTe2", "method": "ωB97M-V/def2-TZVPD", "symbols": ["Te", "Te", "Se", "Co", "F", "F", "F", "F", "F", "F", "F", "F", "F", "F", "O", "O", "O", "O", "N", "N", "C", "C", "C", "C", "C", "C", "C", "C", "C", "C", "C", "C", "C", "C", "C", "C", "H", "H", "H", "H", "H", "H", "H", "H", "H", "H", "H", "H", "H", "H", "H"], "coordinates": [[-2.929, 2.134, 1.961], [-2.241, -1.632, 1.165], [-5.017, -0.341, 2.047], [-0.067, 0.932, 0.996], [-2.511, 2.497, 0.158], [0.312, 2.492, 0.336], [-1.764, -1.301, -0.648], [-2.787, 3.931, 2.331], [-4.679, 2.489, 1.380], [-3.200, -2.420, 2.575], [-3.757, 1.959, 3.616], [-2.760, -0.146, 2.877], [-3.686, -2.408, 0.220], [-1.440, -3.306, 1.149], [0.943, 0.170, -0.371], [-1.192, 1.813, 2.336], [1.645, 0.641, 1.574], [-0.655, -0.877, 1.593], [-6.196, -0.243, 0.794], [-3.635, 0.160, 0.804], [-5.648, 0.055, -0.398], [3.170, -2.056, 1.707], [3.913, -1.261, 0.667], [-5.792, 0.447, -2.742], [5.893, -0.889, -0.681], [-4.257, 0.289, -0.434], [-3.619, 0.609, -1.630], [3.316, -0.173, 0.026], [5.266, 0.194, -1.290], [5.202, -1.608, 0.286], [1.949, 0.214, 0.404], [3.306, 1.734, -1.638], [-6.427, 0.140, -1.576], [7.302, -1.255, -1.055], [3.973, 0.568, -0.962], [-4.395, 0.680, -2.765], [2.840, -1.425, 2.531], [2.463, 1.402, -2.246], [2.279, -2.524, 1.282], [-2.557, 0.787, -1.662], [-7.491, -0.040, -1.519], [8.008, -0.528, -0.648], [5.678, -2.460, 0.759], [-3.921, 0.921, -3.707], [4.011, 2.256, -2.283], [2.905, 2.446, -0.913], [7.432, -1.264, -2.138], [3.803, -2.844, 2.112], [5.799, 0.761, -2.047], [-6.357, 0.518, -3.661], [7.573, -2.237, -0.670]], "e_homo_ev": [-9.270, -9.270], "gap_ha": [0.216, 0.216], "charge": 0, "total_energy_ha": -6347.94345, "lumo_energy_ev": [-3.38, -3.38], "de_lowest_kcal_mol": 85.2}